No. 1
C34H42CrNSSiTe | wB97M-V/def2-TZVPD

Computed properties:
- Kohn-Sham gap (alpha / beta): 7.2 / 6.4 eV
- Maximum force: 0.0244 hartree/bohr
- Highest occupied orbital energy (alpha / beta): -6.82 / -6.08 eV
- <S²>: 0.89
- Relative energy (zero: lowest compared OMol25 entry of this formula, charge and spin): 10.2 kcal per mole

Structure (ORCA input):
```
! wB97M-V def2-TZVPD RIJCOSX def2/J DEFGRID3
* xyz 0 2
Cr 0.284 0.283 0.054
C 2.569 -0.417 2.949
C 2.162 -0.285 1.505
C 2.387 0.922 0.833
C 2.823 2.172 1.562
C 2.281 0.960 -0.600
C 2.585 2.210 -1.384
C 2.056 -0.252 -1.298
C 2.257 -0.268 -2.789
C 1.592 -1.396 -0.619
C 1.226 -2.633 -1.397
C 1.602 -1.408 0.812
C 1.382 -2.710 1.556
H 3.608 -0.759 2.980
H 1.959 -1.131 3.493
H 2.509 0.525 3.491
H 1.969 2.723 1.968
H 3.364 2.848 0.904
H 3.488 1.938 2.392
H 3.657 2.317 -1.576
H 2.249 3.102 -0.858
H 2.072 2.188 -2.342
H 1.380 0.099 -3.327
H 2.449 -1.275 -3.145
H 3.118 0.349 -3.046
H 2.106 -3.267 -1.541
H 0.815 -2.377 -2.367
H 0.465 -3.219 -0.888
H 0.425 -2.741 2.080
H 2.161 -2.869 2.300
H 1.415 -3.562 0.885
Te -0.741 0.363 3.057
C -2.204 -1.047 3.631
C -3.529 -0.959 3.229
C -4.422 -1.967 3.551
C -3.995 -3.078 4.261
C -2.672 -3.173 4.661
C -1.777 -2.157 4.353
C -1.400 2.013 4.194
C -0.535 2.528 5.155
C -0.889 3.664 5.869
C -2.108 4.280 5.637
C -2.973 3.764 4.683
C -2.617 2.640 3.952
H -3.869 -0.118 2.643
H -5.451 -1.892 3.225
H -4.693 -3.869 4.498
H -2.331 -4.036 5.218
H -0.749 -2.229 4.681
H 0.407 2.036 5.357
H -0.213 4.060 6.616
H -2.387 5.161 6.197
H -3.925 4.243 4.497
H -3.289 2.261 3.197
S -1.226 -0.686 -2.899
C -0.803 -0.053 -1.446
C -0.816 2.725 0.361
Si -2.288 1.801 -0.363
C -3.828 2.126 0.636
C -2.609 2.466 -2.063
N -1.803 0.082 -0.347
C -2.679 -1.009 -0.124
C -4.013 -0.966 -0.511
C -4.842 -2.051 -0.264
C -4.335 -3.190 0.351
C -2.994 -3.236 0.709
C -2.171 -2.149 0.471
H -0.758 3.681 -0.166
H 0.188 2.307 0.146
H -0.903 2.923 1.429
H -3.813 3.163 0.976
H -3.938 1.485 1.506
H -4.711 1.996 0.016
H -3.027 3.469 -1.987
H -3.321 1.829 -2.591
H -1.704 2.497 -2.668
H -4.395 -0.098 -1.029
H -5.880 -2.012 -0.567
H -4.977 -4.038 0.541
H -2.589 -4.119 1.188
H -1.124 -2.161 0.752
*
```

***

No. 2
C34H42CuN4P2Si2 | wB97M-V/def2-TZVPD

Computed properties:
- Kohn-Sham gap: 6.0 eV
- Maximum force: 0.0113 hartree/bohr
- Highest occupied orbital energy: -3.64 eV

Structure (ORCA input):
```
! wB97M-V def2-TZVPD RIJCOSX def2/J DEFGRID3
* xyz -1 1
Cu -0.149 -1.024 1.817
C 3.925 -2.378 1.421
Si 3.356 -1.650 -0.214
C 3.121 -3.091 -1.400
C 4.814 -0.673 -0.893
N 1.899 -0.834 -0.061
P 1.434 0.599 0.431
C -0.115 0.808 1.073
P -1.519 0.481 0.161
N -2.092 -1.012 0.185
Si -3.617 -1.676 -0.066
C -4.501 -1.217 -1.661
C -4.810 -1.325 1.341
C -3.436 -3.549 -0.135
C -2.817 1.630 0.821
C -3.879 2.075 0.038
C -4.908 2.836 0.581
C -4.893 3.157 1.931
C -3.832 2.729 2.722
C -2.798 1.984 2.170
C -1.395 1.001 -1.603
C -1.269 0.018 -2.583
C -1.157 0.358 -3.925
C -1.163 1.693 -4.307
C -1.267 2.682 -3.338
C -1.380 2.336 -1.999
C 2.627 1.255 1.693
C 3.775 1.950 1.323
C 4.711 2.360 2.269
C 4.515 2.073 3.610
C 3.371 1.380 3.996
C 2.438 0.984 3.050
C 1.714 1.796 -0.955
C 2.015 1.370 -2.243
C 2.197 2.289 -3.273
C 2.098 3.649 -3.023
C 1.796 4.090 -1.738
C 1.598 3.167 -0.722
H 4.765 -3.073 1.309
H 3.090 -2.911 1.888
H 4.232 -1.578 2.102
H 4.059 -3.628 -1.576
H 2.748 -2.732 -2.365
H 2.389 -3.799 -1.002
H 5.571 -1.365 -1.279
H 5.279 -0.059 -0.118
H 4.512 -0.009 -1.709
H -4.867 -0.189 -1.654
H -5.365 -1.877 -1.797
H -3.844 -1.330 -2.527
H -5.155 -0.285 1.335
H -4.300 -1.496 2.294
H -5.688 -1.978 1.295
H -2.804 -3.852 -0.975
H -4.405 -4.048 -0.237
H -2.958 -3.907 0.783
H -3.899 1.839 -1.019
H -5.719 3.175 -0.052
H -5.695 3.745 2.361
H -3.803 2.987 3.774
H -1.950 1.675 2.770
H -1.274 -1.022 -2.276
H -1.060 -0.420 -4.673
H -1.073 1.962 -5.353
H -1.251 3.727 -3.626
H -1.449 3.115 -1.247
H 3.952 2.177 0.278
H 5.594 2.901 1.949
H 5.242 2.389 4.350
H 3.201 1.155 5.043
H 1.535 0.469 3.361
H 2.098 0.305 -2.427
H 2.411 1.937 -4.275
H 2.244 4.365 -3.824
H 1.707 5.150 -1.533
H 1.341 3.509 0.275
N -0.019 -5.170 2.087
C 0.135 -4.949 0.731
C 0.106 -3.603 0.571
N -0.061 -3.000 1.804
C -0.129 -3.965 2.684
H -0.046 -6.060 2.550
H 0.245 -5.753 0.026
H 0.208 -3.002 -0.317
H -0.257 -3.840 3.746
*
```

***

No. 3
C34H42MgN4OSSb | wB97M-V/def2-TZVPD

Computed properties:
- Kohn-Sham gap: 8.3 eV
- Maximum force: 0.0122 hartree/bohr
- Highest occupied orbital energy: -10.44 eV
- Relative energy (zero: lowest compared OMol25 entry of this formula, charge and spin): 8.1 kcal per mole

Structure (ORCA input):
```
! wB97M-V def2-TZVPD RIJCOSX def2/J DEFGRID3
* xyz 1 1
Mg 0.246 0.288 -1.136
C 1.310 -0.796 4.622
C 0.494 0.350 5.214
C 1.446 1.282 5.975
C -0.524 -0.235 6.204
C -0.238 1.154 4.135
C -1.048 2.233 4.541
C -1.722 3.024 3.641
C -1.586 2.740 2.283
S -2.260 3.570 0.926
C -1.457 2.478 -0.141
N -0.751 1.540 0.452
C -0.805 1.677 1.848
C -0.128 0.877 2.780
C -1.537 2.611 -1.616
C -2.286 3.637 -2.195
C -2.319 3.753 -3.572
C -1.599 2.850 -4.350
C -0.858 1.841 -3.745
C -0.797 1.673 -2.354
H 1.807 -1.341 5.426
H 2.084 -0.426 3.946
H 0.686 -1.506 4.076
H 1.972 0.726 6.754
H 0.913 2.103 6.455
H 2.191 1.713 5.302
H -0.011 -0.841 6.954
H -1.252 -0.869 5.696
H -1.074 0.547 6.728
H -1.142 2.457 5.595
H -2.328 3.855 3.980
H 0.495 0.071 2.417
H -2.843 4.345 -1.589
H -2.895 4.542 -4.039
H -1.622 2.939 -5.431
H -0.313 1.158 -4.394
C 3.667 0.037 1.637
C 2.846 0.584 0.511
O 1.761 0.067 0.208
N 3.332 1.637 -0.156
C 2.668 2.242 -1.312
C 2.798 1.405 -2.565
C 3.673 1.750 -3.578
C 3.760 0.938 -4.698
C 2.970 -0.195 -4.764
C 2.118 -0.467 -3.707
N 2.023 0.309 -2.624
H 3.105 -0.745 2.136
H 3.925 0.822 2.350
H 4.593 -0.386 1.242
H 4.231 1.993 0.123
H 3.118 3.220 -1.468
H 1.615 2.414 -1.078
H 4.272 2.647 -3.495
H 4.433 1.189 -5.507
H 2.996 -0.855 -5.619
H 1.471 -1.334 -3.741
C -2.051 -3.181 3.311
Sb -1.150 -2.584 1.473
C -2.863 -1.445 0.802
C -1.689 -4.367 0.413
H -3.014 -3.639 3.086
H -2.203 -2.310 3.945
H -1.418 -3.897 3.833
H -3.459 -2.041 0.108
H -2.583 -0.501 0.331
H -3.476 -1.209 1.671
H -2.624 -4.751 0.820
H -0.915 -5.125 0.528
H -1.825 -4.165 -0.651
N -0.531 -1.717 -1.790
C -0.912 -2.138 -3.116
C -0.268 -3.209 -3.714
C -0.620 -3.584 -5.005
C -1.612 -2.894 -5.685
C -2.251 -1.823 -5.071
C -1.902 -1.436 -3.786
H 0.036 -2.420 -1.322
H -1.374 -1.623 -1.222
H 0.498 -3.757 -3.174
H -0.122 -4.425 -5.471
H -1.890 -3.191 -6.687
H -3.024 -1.278 -5.598
H -2.378 -0.585 -3.313
*
```

***

No. 4
C34H42N4NiO3P2S | wB97M-V/def2-TZVPD

Computed properties:
- Kohn-Sham gap (alpha / beta): 6.8 / 6.2 eV
- Maximum force: 0.0807 hartree/bohr
- Highest occupied orbital energy (alpha / beta): -8.40 / -8.40 eV
- <S²>: 2.01
- Relative energy (zero: lowest compared OMol25 entry of this formula, charge and spin): 64.1 kcal per mole

Structure (ORCA input):
```
! wB97M-V def2-TZVPD RIJCOSX def2/J DEFGRID3
* xyz 0 3
Ni 0.032 -1.869 3.089
C -1.208 1.919 3.084
C -1.467 0.918 2.238
C -0.968 0.760 0.841
C 0.288 -0.085 0.632
C 1.402 0.158 1.620
C 1.704 1.301 2.259
C 1.080 2.632 2.065
C -0.145 2.938 2.969
C 1.624 -1.539 4.450
H -1.858 2.048 3.941
H -2.252 0.196 2.503
H -0.896 1.732 0.335
H -1.769 0.217 0.327
H 0.025 -1.156 0.691
H 0.598 0.049 -0.421
H 2.170 -0.614 1.601
H 2.547 1.270 2.959
H 0.825 2.841 1.015
H 1.840 3.378 2.344
H 0.212 3.106 3.997
H -0.537 3.913 2.621
H 1.513 -0.861 5.334
H 2.552 -1.165 3.954
H 1.893 -2.586 4.877
P 1.426 -1.181 -4.287
P -1.700 -0.688 -3.908
N 2.851 -0.152 -4.373
N 2.128 -2.399 -5.443
N -1.942 1.090 -3.840
N -3.342 -1.015 -4.495
C 0.500 -0.270 -5.657
C -0.969 -0.616 -5.660
C 3.312 0.538 -3.240
C 4.348 1.378 -3.630
C 4.515 1.227 -5.050
C 3.572 0.311 -5.479
C 2.276 -3.729 -5.030
C 2.747 -4.487 -6.100
C 2.898 -3.597 -7.220
C 2.514 -2.332 -6.786
C -1.729 1.760 -2.635
C -1.851 3.117 -2.844
C -2.133 3.320 -4.229
C -2.173 2.060 -4.819
C -4.190 -0.311 -5.361
C -5.271 -1.111 -5.683
C -5.063 -2.382 -5.048
C -3.866 -2.312 -4.363
H 0.909 -0.620 -6.606
H 0.686 0.811 -5.545
H -1.509 0.119 -6.263
H -1.153 -1.639 -6.027
H 2.847 0.345 -2.285
H 4.940 1.998 -2.980
H 5.259 1.693 -5.681
H 3.357 -0.032 -6.477
H 2.018 -4.000 -4.015
H 2.953 -5.549 -6.089
H 3.231 -3.835 -8.226
H 2.476 -1.418 -7.364
H -1.510 1.169 -1.751
H -1.743 3.891 -2.086
H -2.282 4.251 -4.755
H -2.353 1.809 -5.851
H -3.944 0.685 -5.703
H -6.130 -0.804 -6.280
H -5.737 -3.236 -5.066
H -3.296 -3.046 -3.802
C 0.489 1.197 11.394
C 0.071 0.600 10.084
C -0.098 -0.782 9.942
C -0.529 -1.340 8.745
C -0.790 -0.536 7.618
C -0.649 0.855 7.763
C -0.209 1.415 8.977
S -1.332 -1.351 6.106
O -0.587 -2.599 6.167
O -2.757 -1.402 6.350
O -0.963 -0.556 4.882
H -0.216 0.963 12.195
H 1.445 0.775 11.697
H 0.584 2.281 11.337
H 0.084 -1.423 10.799
H -0.639 -2.414 8.675
H -0.867 1.496 6.909
H -0.118 2.509 9.067
*
```

***

No. 5
C34H42N4O3P2STi | wB97M-V/def2-TZVPD

Computed properties:
- Kohn-Sham gap: 5.4 eV
- Maximum force: 0.1074 hartree/bohr
- Highest occupied orbital energy: -13.56 eV
- Relative energy (zero: lowest compared OMol25 entry of this formula, charge and spin): 47.7 kcal per mole

Structure (ORCA input):
```
! wB97M-V def2-TZVPD RIJCOSX def2/J DEFGRID3
* xyz 2 1
Ti -0.262 0.797 0.565
C -1.599 1.566 -4.388
C -1.650 0.237 -4.262
C -0.783 -0.698 -5.035
C 0.664 -0.219 -5.309
C 1.333 0.457 -4.145
C 1.081 1.674 -3.642
C 0.511 2.793 -4.462
C -0.702 2.332 -5.289
C 1.307 1.651 1.724
H -2.265 2.239 -3.860
H -2.521 -0.250 -3.832
H -1.249 -0.895 -6.015
H -0.746 -1.665 -4.515
H 1.244 -1.124 -5.555
H 0.698 0.404 -6.215
H 2.180 -0.126 -3.762
H 1.450 1.957 -2.657
H 1.273 3.202 -5.151
H 0.206 3.604 -3.779
H -1.230 3.216 -5.670
H -0.387 1.734 -6.148
H 0.626 2.370 2.235
H 2.211 2.196 1.430
H 1.583 0.880 2.468
P 1.610 -0.384 -0.458
P -1.569 -1.304 -0.051
N 2.966 0.606 -1.076
N 2.600 -1.640 0.350
N -2.376 0.195 -0.596
N -3.079 -2.111 0.334
C 0.730 -1.306 -1.772
C -0.647 -1.987 -1.464
C 2.956 2.016 -0.998
C 4.048 2.513 -1.696
C 4.735 1.390 -2.270
C 4.072 0.238 -1.854
C 3.516 -1.378 1.380
C 4.323 -2.494 1.564
C 3.884 -3.494 0.634
C 2.822 -2.951 -0.076
C -1.952 1.606 -0.339
C -2.644 2.382 -1.329
C -3.459 1.534 -2.059
C -3.250 0.223 -1.629
C -4.318 -2.349 -0.279
C -5.035 -3.266 0.479
C -4.236 -3.592 1.621
C -3.058 -2.871 1.522
H 1.422 -2.081 -2.129
H 0.558 -0.614 -2.613
H -1.287 -1.981 -2.359
H -0.482 -3.044 -1.184
H 2.184 2.553 -0.459
H 4.329 3.555 -1.777
H 5.587 1.426 -2.936
H 4.301 -0.810 -2.001
H 3.491 -0.439 1.908
H 5.147 -2.593 2.258
H 4.307 -4.478 0.486
H 2.188 -3.381 -0.833
H -2.118 1.956 0.704
H -2.516 3.453 -1.459
H -4.088 1.765 -2.907
H -3.685 -0.670 -2.038
H -4.644 -1.855 -1.174
H -6.010 -3.662 0.242
H -4.491 -4.266 2.423
H -2.204 -2.794 2.173
C 0.462 0.757 8.860
C 0.009 0.598 7.442
C -0.116 -0.676 6.877
C -0.470 -0.820 5.539
C -0.756 0.324 4.783
C -0.691 1.596 5.354
C -0.322 1.722 6.686
S -1.412 0.100 3.159
O -0.343 -0.584 2.324
O -2.648 -0.626 3.276
O -1.484 1.462 2.552
H -0.281 0.327 9.541
H 1.406 0.234 9.050
H 0.584 1.813 9.118
H 0.076 -1.559 7.491
H -0.465 -1.802 5.070
H -0.862 2.477 4.743
H -0.286 2.713 7.141
*
```